[1]
{"formula": "C4H7FN2", "method": "the ωB97M-V functional and the def2-TZVPD basis", "elements": ["C", "C", "C", "C", "N", "N", "F", "H", "H", "H", "H", "H", "H", "H"], "positions_angstrom": [[-1.57, -0.06, 1.26], [-0.34, 1.15, 0.04], [-0.38, -0.71, 1.06], [1.61, -0.15, -0.34], [-1.50, 1.14, 0.63], [0.44, 0.05, 0.35], [-0.06, -1.92, 1.59], [-2.38, -0.36, 1.75], [0.02, 1.91, -0.62], [-1.02, -0.30, -2.40], [-0.55, -0.09, -1.79], [2.46, 0.22, 0.19], [1.75, -1.20, -0.37], [1.53, 0.32, -1.34]], "e_tot_ha": -365.91668, "total_charge": 0, "e_lumo_ev": 0.8757, "homo_ha": -0.3199, "orbital_gap_ev": 9.5816}

[2]
{"formula": "C4H7FN2", "method": "the ωB97M-V functional and the def2-TZVPD basis", "elements": ["C", "N", "N", "C", "C", "C", "F", "H", "H", "H", "H", "H", "H", "H"], "positions_angstrom": [[-0.83, 0.38, 2.05], [-1.25, 1.17, 1.15], [-0.51, 1.35, 0.01], [0.53, 0.44, -0.37], [0.53, -0.08, -1.78], [0.20, -0.99, -0.66], [1.13, -1.92, -0.30], [0.09, -0.21, 1.99], [-1.43, 0.32, 2.97], [-1.08, 1.79, -0.69], [1.50, 0.61, 0.06], [1.52, -0.20, -2.27], [-0.25, 0.21, -2.47], [-0.82, -1.34, -0.53]], "smiles": "C=NN[C@@H]1C[C@H]1F", "e_tot_ha": -365.90273, "total_charge": 0, "e_lumo_ev": 1.1583, "homo_ha": -0.3261, "orbital_gap_ev": 10.0311}

[3]
{"formula": "C4H7FN2O", "method": "the ωB97M-V functional and the def2-TZVPD basis", "elements": ["C", "C", "C", "C", "H", "H", "H", "H", "H", "H", "H", "N", "N", "O", "F"], "positions_angstrom": [[0.30, -1.18, -0.17], [1.12, 0.06, -0.45], [0.57, 1.19, 0.61], [-0.99, -0.42, -0.24], [0.52, -1.42, 1.68], [0.00, -1.76, -0.97], [1.01, 0.51, -1.49], [1.07, 0.97, 1.54], [0.72, 2.18, 0.18], [-1.66, 1.80, -0.45], [-2.86, 0.05, -0.39], [-0.83, 0.82, 0.56], [-2.26, -0.74, -0.62], [0.71, -1.92, 0.82], [2.58, -0.14, -0.63]], "e_tot_ha": -441.02891, "total_charge": 0, "e_lumo_ev": -1.0942, "homo_ha": -0.3531, "orbital_gap_ev": 8.5149}